1.
{"formula": "C25H27N3O2", "method": "the ωB97M-V functional and the def2-TZVPD basis", "smiles": "O=C(Cn1cccc1C(=O)c1ccccc1)NCCCN1CCc2ccccc2C1", "orbital_gap_ev": 8.81, "multiplicity": 1, "e_above_lowest_kj_mol": 102.69, "species": ["O", "C", "C", "N", "C", "C", "C", "C", "C", "O", "C", "C", "C", "C", "C", "C", "N", "C", "C", "C", "N", "C", "C", "C", "C", "C", "C", "C", "C", "C", "H", "H", "H", "H", "H", "H", "H", "H", "H", "H", "H", "H", "H", "H", "H", "H", "H", "H", "H", "H", "H", "H", "H", "H", "H", "H", "H"], "positions_angstrom": [[-3.30, -3.48, 0.06], [-2.48, -2.66, -0.29], [-2.78, -1.65, -1.42], [-3.46, -0.50, -0.87], [-4.74, -0.50, -0.48], [-5.05, 0.72, 0.06], [-3.90, 1.49, 0.02], [-2.89, 0.71, -0.56], [-1.54, 1.09, -0.88], [-0.80, 0.46, -1.62], [-1.05, 2.35, -0.24], [-1.27, 2.62, 1.11], [-0.75, 3.76, 1.69], [-0.01, 4.65, 0.92], [0.22, 4.39, -0.42], [-0.29, 3.23, -0.99], [-1.27, -2.51, 0.26], [-0.81, -3.39, 1.32], [0.25, -2.70, 2.17], [1.49, -2.33, 1.34], [1.19, -1.23, 0.43], [1.30, 0.09, 1.03], [2.74, 0.48, 1.42], [3.73, 0.08, 0.36], [5.04, 0.54, 0.44], [5.99, 0.16, -0.49], [5.63, -0.70, -1.52], [4.33, -1.15, -1.61], [3.37, -0.77, -0.68], [1.95, -1.25, -0.81], [-3.45, -2.14, -2.13], [-1.87, -1.33, -1.91], [-5.35, -1.38, -0.60], [-6.01, 1.02, 0.44], [-3.80, 2.52, 0.33], [-1.82, 1.91, 1.72], [-0.92, 3.96, 2.73], [0.39, 5.55, 1.37], [0.80, 5.07, -1.02], [-0.11, 3.01, -2.03], [-0.59, -1.81, -0.04], [-0.40, -4.30, 0.87], [-1.68, -3.68, 1.92], [0.55, -3.39, 2.96], [-0.17, -1.81, 2.63], [1.79, -3.20, 0.75], [2.33, -2.10, 2.02], [0.65, 0.14, 1.90], [0.93, 0.80, 0.29], [2.78, 1.55, 1.59], [3.02, -0.01, 2.36], [5.32, 1.20, 1.25], [7.00, 0.53, -0.42], [6.36, -1.00, -2.25], [4.04, -1.82, -2.42], [1.92, -2.26, -1.23], [1.42, -0.59, -1.51]]}

2.
{"formula": "Cl2O4PS", "method": "the ωB97M-V functional and the def2-TZVPD basis", "orbital_gap_ev": [7.98, 4.41], "charge": -1, "s_squared": 2.01, "multiplicity": 3, "e_above_lowest_kj_mol": 0.00, "species": ["O", "O", "O", "O", "P", "S", "Cl", "Cl"], "positions_angstrom": [[-1.08, -2.19, -1.68], [1.91, 2.94, 1.71], [-2.61, -0.31, -1.35], [-0.36, -0.11, -0.45], [2.31, 1.56, 1.79], [-1.43, -1.02, -0.92], [-1.97, -1.87, 0.82], [3.24, 1.00, 0.08]]}

3.
{"formula": "C3H9N2S", "method": "the ωB97M-V functional and the def2-TZVPD basis", "orbital_gap_ev": 6.67, "charge": -1, "multiplicity": 1, "e_above_lowest_kj_mol": 97.41, "species": ["C", "C", "S", "N", "H", "H", "H", "H", "H", "H", "C", "N", "H", "H", "H"], "positions_angstrom": [[0.66, -1.55, -1.03], [0.49, -0.17, -1.68], [-0.77, 0.83, -0.85], [-0.56, -2.34, -0.93], [1.01, -1.39, 0.00], [1.44, -2.12, -1.55], [0.30, -0.35, -2.75], [1.48, 0.30, -1.69], [-0.84, -2.73, -1.82], [-1.28, -1.68, -0.64], [-0.38, 1.98, 2.30], [-0.23, 2.28, 3.53], [-0.30, 0.96, 1.95], [-0.58, 2.72, 1.52], [-0.43, 3.28, 3.65]]}

4.
{"formula": "C32H40N6OPtS", "method": "the ωB97M-V functional and the def2-TZVPD basis", "orbital_gap_ev": [5.12, 7.57], "s_squared": 2.03, "multiplicity": 3, "e_above_lowest_kj_mol": 4.78, "species": ["Pt", "C", "C", "C", "C", "N", "C", "C", "C", "C", "C", "C", "C", "H", "H", "H", "H", "H", "H", "H", "H", "C", "N", "C", "S", "N", "C", "H", "H", "H", "H", "H", "H", "H", "H", "N", "C", "O", "C", "C", "C", "N", "C", "C", "H", "H", "H", "H", "H", "H", "C", "C", "C", "C", "C", "C", "C", "C", "N", "C", "C", "C", "C", "H", "H", "H", "H", "H", "H", "H", "H", "H", "H", "H", "H", "H", "H", "H", "H", "H", "H"], "positions_angstrom": [[0.15, 0.56, -0.04], [0.92, 0.79, 4.42], [-0.08, -0.07, 4.85], [-0.70, -0.89, 3.93], [-0.31, -0.84, 2.59], [0.67, -0.02, 2.20], [1.26, 0.78, 3.08], [-0.96, -1.64, 1.52], [-1.65, -2.82, 1.80], [-2.25, -3.53, 0.78], [-2.17, -3.07, -0.53], [-1.47, -1.90, -0.81], [-0.85, -1.18, 0.20], [1.43, 1.46, 5.11], [-0.39, -0.08, 5.88], [-1.51, -1.54, 4.23], [2.04, 1.44, 2.69], [-1.70, -3.19, 2.81], [-2.79, -4.45, 1.00], [-2.65, -3.62, -1.33], [-1.42, -1.54, -1.84], [-1.17, 4.14, -3.65], [0.09, 3.40, -3.67], [0.31, 2.20, -3.11], [-0.93, 1.31, -2.34], [1.55, 1.71, -3.12], [2.71, 2.50, -3.50], [-1.00, 5.16, -3.30], [-1.86, 3.65, -2.96], [-1.62, 4.17, -4.64], [0.86, 3.84, -4.14], [1.70, 0.98, -2.44], [2.68, 2.79, -4.55], [3.60, 1.89, -3.35], [2.81, 3.41, -2.89], [-4.98, 4.75, -1.04], [-3.68, 4.91, -0.61], [-3.11, 5.99, -0.73], [-3.01, 3.72, -0.06], [-1.79, 3.89, 0.62], [-1.10, 2.81, 1.09], [-1.51, 1.50, 0.89], [-2.74, 1.35, 0.28], [-3.49, 2.39, -0.16], [-5.46, 5.59, -1.28], [-5.53, 3.98, -0.70], [-1.41, 4.90, 0.77], [-0.19, 2.94, 1.66], [-3.06, 0.33, 0.14], [-4.43, 2.16, -0.65], [1.86, 4.86, 0.39], [2.53, 3.51, 0.50], [3.63, 3.33, 1.33], [4.27, 2.08, 1.38], [5.43, 1.87, 2.31], [3.79, 1.02, 0.62], [2.67, 1.16, -0.22], [2.06, 2.44, -0.26], [2.05, 0.18, -0.98], [2.64, -1.16, -1.15], [4.10, -1.07, -1.64], [1.83, -1.83, -2.25], [2.56, -2.02, 0.12], [2.54, 5.59, -0.05], [1.58, 5.24, 1.38], [0.96, 4.81, -0.22], [4.01, 4.16, 1.91], [5.96, 2.81, 2.51], [6.15, 1.16, 1.89], [5.09, 1.47, 3.27], [4.28, 0.07, 0.72], [1.26, 2.63, -0.97], [4.27, -0.14, -2.20], [4.32, -1.91, -2.30], [4.83, -1.10, -0.83], [2.03, -1.37, -3.22], [0.76, -1.74, -2.04], [2.08, -2.90, -2.31], [2.91, -1.48, 1.00], [3.17, -2.92, 0.01], [1.53, -2.32, 0.31]]}

5.
{"formula": "C21H28N4O6S", "method": "the ωB97M-V functional and the def2-TZVPD basis", "smiles": "COc1cc(C(=O)NCc2nnc(SCC(=O)N3CCCCCC3)o2)cc(OC)c1OC", "orbital_gap_ev": 8.51, "multiplicity": 1, "e_above_lowest_kj_mol": 36.50, "species": ["C", "O", "C", "C", "C", "C", "O", "N", "C", "C", "N", "N", "C", "S", "C", "C", "O", "N", "C", "C", "C", "C", "C", "C", "O", "C", "C", "O", "C", "C", "O", "C", "H", "H", "H", "H", "H", "H", "H", "H", "H", "H", "H", "H", "H", "H", "H", "H", "H", "H", "H", "H", "H", "H", "H", "H", "H", "H", "H", "H"], "positions_angstrom": [[2.41, 2.54, -3.81], [2.67, 1.31, -3.17], [2.43, 1.22, -1.84], [1.91, 2.24, -1.06], [1.70, 2.04, 0.30], [1.03, 3.14, 1.05], [1.12, 4.31, 0.75], [0.27, 2.71, 2.10], [-0.67, 3.59, 2.76], [-2.04, 3.09, 2.49], [-3.02, 3.64, 1.85], [-3.99, 2.72, 1.72], [-3.55, 1.64, 2.29], [-4.32, 0.09, 2.36], [-2.82, -0.98, 2.48], [-1.74, -0.59, 1.48], [-0.69, -0.13, 1.91], [-2.01, -0.71, 0.17], [-3.13, -1.46, -0.36], [-2.83, -2.97, -0.37], [-1.83, -3.38, -1.45], [-0.51, -2.61, -1.41], [-0.66, -1.17, -1.89], [-1.04, -0.19, -0.78], [-2.33, 1.80, 2.82], [2.04, 0.83, 0.89], [2.53, -0.21, 0.12], [2.79, -1.46, 0.63], [2.45, -1.70, 1.98], [2.74, -0.03, -1.26], [3.17, -0.97, -2.15], [4.03, -2.00, -1.71], [3.01, 3.35, -3.38], [2.70, 2.39, -4.85], [1.35, 2.81, -3.76], [1.65, 3.20, -1.47], [0.10, 1.72, 2.20], [-0.48, 3.60, 3.84], [-0.55, 4.59, 2.35], [-2.41, -0.86, 3.48], [-3.19, -1.99, 2.35], [-3.32, -1.11, -1.37], [-4.03, -1.26, 0.23], [-2.45, -3.26, 0.61], [-3.77, -3.50, -0.53], [-2.29, -3.25, -2.43], [-1.63, -4.45, -1.32], [0.20, -3.12, -2.05], [-0.10, -2.62, -0.40], [-1.40, -1.13, -2.70], [0.29, -0.82, -2.30], [-1.46, 0.73, -1.22], [-0.15, 0.08, -0.21], [1.92, 0.70, 1.95], [2.62, -2.76, 2.14], [3.10, -1.13, 2.66], [1.41, -1.46, 2.18], [3.48, -2.78, -1.18], [4.46, -2.42, -2.62], [4.83, -1.62, -1.07]]}

6.
{"formula": "C23H44BBrI2N3O8", "method": "the ωB97M-V functional and the def2-TZVPD basis", "orbital_gap_ev": 5.96, "charge": 1, "multiplicity": 1, "e_above_lowest_kj_mol": 0.00, "species": ["C", "C", "C", "N", "C", "C", "N", "C", "I", "C", "C", "I", "C", "C", "C", "O", "Br", "B", "N", "O", "H", "H", "H", "H", "H", "H", "H", "H", "H", "H", "H", "H", "H", "H", "H", "H", "C", "O", "C", "C", "O", "C", "C", "O", "C", "H", "H", "H", "H", "H", "H", "H", "H", "H", "H", "H", "H", "H", "H", "C", "O", "C", "C", "O", "C", "C", "O", "C", "H", "H", "H", "H", "H", "H", "H", "H", "H", "H", "H", "H", "H", "H"], "positions_angstrom": [[3.66, 4.35, -0.15], [2.91, 3.71, -0.87], [1.59, 3.35, -1.58], [0.54, 2.91, -0.90], [-0.63, 2.67, -1.80], [-0.34, 3.77, -2.91], [-0.73, 5.07, -2.32], [-1.18, 3.72, -4.31], [-2.15, 5.68, -4.67], [-2.35, 2.63, -4.32], [-3.61, 3.05, -3.42], [-3.07, 2.53, -6.40], [1.21, 3.43, -3.12], [2.09, 4.32, -4.12], [2.41, 5.79, -3.62], [3.51, 5.99, -3.13], [1.22, 7.34, -3.75], [1.54, 1.91, -3.67], [2.75, 1.20, -3.12], [0.70, 1.25, -4.63], [4.34, 4.97, 0.51], [0.49, 2.76, 0.12], [-1.51, 2.93, -1.12], [-0.90, 1.61, -2.10], [-1.54, 4.99, -1.70], [0.05, 5.54, -1.84], [-0.47, 3.54, -5.16], [-1.91, 1.62, -4.02], [-4.34, 3.63, -4.04], [-3.26, 3.72, -2.58], [-4.09, 2.09, -3.03], [3.07, 3.77, -4.31], [1.56, 4.39, -5.11], [2.36, 0.36, -2.66], [3.28, 0.87, -3.94], [0.84, 1.65, -5.52], [-0.32, -4.89, 1.33], [-0.42, -4.60, -0.06], [-1.39, -5.42, -0.71], [-1.88, -4.75, -1.98], [-2.85, -3.73, -1.74], [-2.35, -2.51, -1.19], [-1.55, -1.69, -2.19], [-0.22, -2.19, -2.29], [0.41, -1.80, -3.49], [0.00, -5.93, 1.48], [0.43, -4.22, 1.76], [-1.27, -4.71, 1.83], [-2.24, -5.61, -0.04], [-0.91, -6.38, -0.95], [-2.40, -5.50, -2.58], [-1.06, -4.38, -2.59], [-1.79, -2.69, -0.27], [-3.24, -1.94, -0.92], [-1.49, -0.65, -1.85], [-2.04, -1.72, -3.17], [-0.13, -2.20, -4.35], [1.42, -2.21, -3.50], [0.47, -0.71, -3.56], [-1.73, -2.03, 4.20], [-0.45, -2.24, 4.76], [0.56, -1.50, 4.09], [1.76, -1.29, 5.00], [1.57, -0.24, 5.95], [0.69, -0.54, 7.04], [1.30, -1.51, 8.05], [1.16, -2.85, 7.58], [2.09, -3.73, 8.19], [-1.75, -2.35, 3.15], [-2.45, -2.62, 4.77], [-2.01, -0.97, 4.28], [0.17, -0.52, 3.77], [0.86, -2.07, 3.21], [2.59, -0.96, 4.38], [2.07, -2.21, 5.49], [-0.28, -0.88, 6.69], [0.54, 0.41, 7.55], [0.76, -1.44, 9.00], [2.35, -1.27, 8.20], [3.12, -3.42, 7.97], [1.93, -4.73, 7.79], [1.93, -3.75, 9.28]]}

7.
{"formula": "C25H28F6N2O3PPbSi2", "method": "the ωB97M-V functional and the def2-TZVPD basis", "orbital_gap_ev": [7.54, 5.60], "s_squared": 0.77, "multiplicity": 2, "species": ["Pb", "C", "O", "C", "C", "C", "C", "C", "C", "N", "N", "C", "O", "C", "C", "C", "C", "C", "C", "C", "O", "H", "H", "H", "H", "H", "H", "H", "H", "H", "H", "H", "H", "C", "Si", "C", "C", "C", "C", "C", "C", "C", "Si", "C", "C", "H", "H", "H", "H", "H", "H", "H", "H", "H", "H", "H", "H", "H", "H", "H", "H", "F", "P", "F", "F", "F", "F", "F"], "positions_angstrom": [[-0.32, 0.15, -0.28], [-1.09, 3.78, -2.99], [-1.64, 4.72, -2.04], [-1.55, 4.59, -0.74], [-1.75, 5.75, 0.01], [-1.63, 5.72, 1.37], [-1.33, 4.52, 2.04], [-1.17, 3.33, 1.37], [-0.90, 2.16, 2.19], [-0.65, 0.96, 1.82], [-0.44, 0.08, 2.85], [-0.13, -1.14, 2.46], [-0.02, -1.52, 1.24], [0.10, -2.15, 3.52], [0.42, -3.45, 3.15], [0.66, -4.42, 4.12], [0.58, -4.08, 5.46], [0.26, -2.78, 5.84], [0.03, -1.82, 4.87], [-1.30, 3.31, -0.07], [-1.26, 2.26, -0.75], [-1.04, 4.34, -3.92], [-1.76, 2.93, -3.09], [-0.10, 3.46, -2.67], [-1.94, 6.67, -0.53], [-1.74, 6.63, 1.95], [-1.23, 4.53, 3.12], [-0.91, 2.32, 3.26], [0.48, -3.70, 2.10], [0.90, -5.43, 3.82], [0.76, -4.83, 6.22], [0.20, -2.52, 6.88], [-0.22, -0.80, 5.15], [-2.82, -0.82, -2.94], [-1.92, -1.50, -1.45], [-3.07, -2.43, -0.30], [-0.48, -2.61, -1.98], [-0.88, -3.87, -2.44], [0.03, -4.84, -2.85], [1.38, -4.56, -2.80], [1.80, -3.32, -2.36], [0.91, -2.32, -1.95], [1.81, -0.72, -1.45], [2.39, 0.16, -2.97], [3.14, -1.02, -0.19], [-3.24, -1.63, -3.53], [-2.13, -0.26, -3.59], [-3.63, -0.15, -2.65], [-3.51, -3.29, -0.80], [-3.88, -1.78, 0.04], [-2.51, -2.78, 0.57], [-1.94, -4.12, -2.47], [-0.32, -5.80, -3.19], [2.11, -5.30, -3.11], [2.87, -3.12, -2.33], [3.02, -0.54, -3.54], [2.96, 1.04, -2.72], [1.56, 0.45, -3.62], [3.95, -1.60, -0.62], [2.74, -1.55, 0.68], [3.54, -0.05, 0.13], [1.44, 2.43, 0.37], [2.30, 3.56, -0.47], [3.10, 4.64, -1.33], [3.43, 2.45, -0.75], [1.50, 3.07, -1.81], [3.01, 4.01, 0.89], [1.09, 4.63, -0.20]]}

8.
{"formula": "C26H39N3O2", "method": "the ωB97M-V functional and the def2-TZVPD basis", "smiles": "CC(C)(C)c1cc([C@@H](c2cccnc2)N2CCN(CCO)CC2)cc(C(C)(C)C)c1O", "orbital_gap_ev": 8.07, "multiplicity": 1, "e_above_lowest_kj_mol": 25.61, "species": ["C", "C", "C", "C", "C", "C", "C", "C", "C", "C", "C", "C", "N", "C", "N", "C", "C", "N", "C", "C", "O", "C", "C", "C", "C", "C", "C", "C", "C", "C", "O", "H", "H", "H", "H", "H", "H", "H", "H", "H", "H", "H", "H", "H", "H", "H", "H", "H", "H", "H", "H", "H", "H", "H", "H", "H", "H", "H", "H", "H", "H", "H", "H", "H", "H", "H", "H", "H", "H", "H"], "positions_angstrom": [[1.77, -1.70, 4.11], [2.07, -0.21, 3.90], [3.57, 0.00, 4.13], [1.26, 0.58, 4.93], [1.71, 0.27, 2.49], [1.17, -0.60, 1.56], [0.84, -0.19, 0.28], [0.27, -1.19, -0.71], [-0.71, -2.13, -0.04], [-1.64, -1.69, 0.90], [-2.54, -2.59, 1.43], [-2.48, -3.91, 1.01], [-1.59, -4.35, 0.14], [-0.73, -3.48, -0.36], [-0.24, -0.52, -1.89], [-0.17, -1.21, -3.16], [-1.44, -2.03, -3.49], [-2.67, -1.27, -3.38], [-3.18, -0.61, -4.55], [-2.49, 0.67, -5.08], [-2.68, 1.80, -4.27], [-2.74, -0.59, -2.11], [-1.48, 0.23, -1.78], [1.07, 1.13, -0.08], [1.60, 2.05, 0.81], [1.79, 3.51, 0.40], [3.25, 3.97, 0.63], [0.80, 4.39, 1.19], [1.48, 3.73, -1.09], [1.91, 1.60, 2.11], [2.44, 2.46, 3.04], [2.35, -2.32, 3.43], [0.71, -1.91, 3.98], [2.04, -1.97, 5.12], [3.83, 1.05, 4.08], [3.85, -0.38, 5.12], [4.15, -0.54, 3.38], [1.49, 0.23, 5.93], [0.19, 0.44, 4.75], [1.49, 1.64, 4.88], [1.01, -1.64, 1.81], [1.12, -1.80, -1.06], [-1.65, -0.66, 1.21], [-3.27, -2.28, 2.16], [-3.17, -4.66, 1.40], [-0.02, -3.90, -1.06], [0.70, -1.87, -3.16], [-0.01, -0.45, -3.93], [-1.36, -2.43, -4.51], [-1.52, -2.87, -2.79], [-3.17, -1.35, -5.36], [-4.23, -0.36, -4.34], [-1.41, 0.53, -5.15], [-2.87, 0.86, -6.09], [-3.62, 1.94, -4.15], [-3.61, 0.07, -2.10], [-2.89, -1.35, -1.34], [-1.56, 0.64, -0.77], [-1.42, 1.07, -2.48], [0.83, 1.41, -1.09], [3.36, 4.62, 1.50], [3.60, 4.55, -0.22], [3.92, 3.12, 0.74], [0.96, 5.44, 0.95], [-0.22, 4.13, 0.92], [0.89, 4.27, 2.27], [2.14, 3.14, -1.71], [0.45, 3.48, -1.32], [1.62, 4.78, -1.33], [2.63, 3.30, 2.62]]}

9.
{"formula": "C22H31N3O3", "method": "the ωB97M-V functional and the def2-TZVPD basis", "smiles": "CC(C)CN(CC(C)C)C(=O)CN1C(=O)N[C@]2(CCCc3ccccc32)C1=O", "orbital_gap_ev": 9.87, "multiplicity": 1, "e_above_lowest_kj_mol": 2.42, "species": ["C", "C", "C", "C", "N", "C", "C", "C", "C", "C", "O", "C", "N", "C", "O", "N", "C", "C", "C", "C", "C", "C", "C", "C", "C", "C", "C", "O", "H", "H", "H", "H", "H", "H", "H", "H", "H", "H", "H", "H", "H", "H", "H", "H", "H", "H", "H", "H", "H", "H", "H", "H", "H", "H", "H", "H", "H", "H", "H"], "positions_angstrom": [[2.25, -1.47, 3.14], [1.05, -1.54, 4.09], [1.14, -2.78, 4.98], [-0.28, -1.57, 3.32], [-0.52, -0.36, 2.56], [-0.94, 0.82, 3.30], [-2.45, 1.09, 3.24], [-2.94, 1.36, 1.82], [-3.27, -0.05, 3.86], [-0.19, -0.20, 1.26], [-0.12, 0.90, 0.73], [0.04, -1.47, 0.42], [-0.07, -1.09, -0.97], [-1.30, -0.70, -1.52], [-2.36, -0.80, -0.97], [-1.03, -0.27, -2.77], [0.39, -0.23, -3.07], [0.74, -1.17, -4.24], [0.49, -0.49, -5.57], [1.43, 0.70, -5.71], [1.32, 1.63, -4.53], [1.71, 2.95, -4.67], [1.64, 3.84, -3.61], [1.16, 3.40, -2.39], [0.77, 2.08, -2.23], [0.85, 1.19, -3.30], [0.98, -0.81, -1.78], [2.14, -1.03, -1.55], [3.17, -1.37, 3.72], [2.17, -0.61, 2.48], [2.32, -2.38, 2.54], [1.07, -0.66, 4.73], [0.31, -2.82, 5.68], [2.07, -2.77, 5.54], [1.12, -3.69, 4.37], [-1.10, -1.68, 4.04], [-0.30, -2.43, 2.66], [-0.63, 0.71, 4.34], [-0.42, 1.68, 2.86], [-2.62, 1.99, 3.84], [-2.35, 2.15, 1.36], [-3.98, 1.67, 1.83], [-2.85, 0.48, 1.20], [-4.31, 0.23, 3.91], [-3.19, -0.95, 3.25], [-2.93, -0.27, 4.87], [-0.74, -2.21, 0.63], [1.03, -1.88, 0.57], [-1.72, 0.21, -3.32], [0.15, -2.08, -4.14], [1.80, -1.43, -4.15], [0.66, -1.20, -6.39], [-0.55, -0.16, -5.63], [1.22, 1.25, -6.63], [2.46, 0.33, -5.78], [2.08, 3.29, -5.63], [1.95, 4.86, -3.74], [1.09, 4.08, -1.55], [0.40, 1.75, -1.28]]}